Computed, not measured: a molecular structure, C17H31N3P2Ru at a distorted geometry, with wB97M-V/def2-TZVPD.

Geometry as XYZ:
```
54
Properties=species:S:1:pos:R:3:lowdin_charge:R:1
P 4.01981 -3.17297 -1.24751 0.665
P 1.70670 -4.94395 -0.96756 0.676
C 4.43901 -4.80877 -0.51972 -0.364
C 3.40855 -5.81016 -1.07659 -0.334
H 4.40720 -4.68218 0.57123 0.079
H 5.48116 -5.02936 -0.78267 0.106
H 3.58525 -6.05845 -2.12932 0.080
H 3.35013 -6.76178 -0.53531 0.098
C 1.59980 -5.30258 0.82808 -0.226
H 0.70462 -4.87111 1.28506 0.028
H 2.48277 -4.91561 1.34225 0.029
H 1.56366 -6.40000 0.93876 0.082
C 0.23576 -5.89102 -1.45173 -0.215
H 0.30679 -6.94231 -1.16021 0.071
H 0.03634 -5.82762 -2.52179 0.055
H -0.62545 -5.44130 -0.94933 0.059
C 4.99135 -1.82005 -0.57376 -0.199
H 4.75823 -0.88834 -1.10679 0.055
H 6.07637 -1.99561 -0.62875 0.081
H 4.69786 -1.69884 0.47792 0.051
C 4.41391 -3.59760 -3.00274 -0.211
H 4.96497 -4.54193 -3.00801 0.063
H 4.99138 -2.80350 -3.50987 0.080
H 3.42782 -3.72975 -3.50039 0.048
Ru 2.00073 -3.06847 -1.79635 0.800
C -0.57949 -3.25250 2.48689 -0.089
C 0.00828 -3.43098 3.68480 -0.070
C 1.48637 -3.40806 3.89974 -0.174
C 2.07673 -2.10351 4.53526 -0.107
C 2.19138 -0.90396 3.62240 0.069
C 1.34356 -0.67222 2.60960 0.084
C 1.19058 -1.67339 1.48513 -0.171
C -0.19294 -2.29936 1.40185 -0.189
C 2.66187 -1.27977 -2.73593 -0.164
H -1.55562 -3.73779 2.28642 0.139
H -0.59649 -3.64351 4.57570 0.133
H 1.97732 -3.66103 2.94012 0.074
H 1.74180 -4.21322 4.61631 0.142
H 1.41833 -1.85902 5.39184 0.161
H 3.07663 -2.34103 4.94142 0.133
H 2.96011 -0.16112 3.89970 0.165
H 0.73044 0.22397 2.45192 0.171
H 1.99154 -2.42621 1.54517 0.089
H 1.38340 -1.17451 0.52338 0.109
H -0.92994 -1.47457 1.37319 0.144
H -0.32223 -2.85500 0.45852 0.072
H 1.88618 -1.30292 -3.52648 0.048
H 3.68544 -1.26469 -3.14495 0.013
H 2.44850 -0.53352 -1.95194 0.028
N 0.00111 -2.39575 -1.78601 -0.012
C -0.32921 -1.25261 -1.74017 -0.350
N -0.62608 -0.00512 -1.81237 0.113
C -1.67763 0.52784 -1.20246 -0.356
N -2.55500 1.08926 -0.65920 0.141
```

Multiplicity = 5
Energy = -43737.9069 eV
Net charge = +2
ΔE to the lowest compared entry with this formula, charge and spin = 0.0 kcal/mol

Computed, not measured: a molecular structure, C17H31NO15S3 at a distorted geometry, with wB97M-V/def2-TZVPD.

Geometry as XYZ:
```
67
Properties=species:S:1:pos:R:3:lowdin_charge:R:1
C -0.38303 1.98682 -1.36480 -0.015
C -0.79283 0.38682 -1.28942 -0.325
O -1.94180 0.07516 -0.75507 -0.036
N 0.23309 -0.56902 -1.80609 -0.160
C -0.35317 -1.89101 -2.22137 -0.084
C 1.40727 -0.71364 -0.87323 -0.181
C 2.71006 -1.42146 -1.54210 -0.168
C 3.69871 -0.41979 -2.35537 -0.186
C 2.95483 0.66255 -3.31270 -0.150
C 2.75982 0.16597 -4.86424 -0.178
C 1.89676 1.17219 -5.85295 -0.120
C 0.37592 0.55524 -5.86300 -0.161
O 0.62696 -0.87804 -5.65589 -0.099
C 1.97180 -1.22923 -5.15223 -0.255
O 2.37506 -2.46208 -5.02896 0.013
H 0.19869 2.24188 -2.35155 0.074
H 0.25708 2.26552 -0.42384 0.095
H -1.35203 2.63933 -1.38225 0.073
H 0.15465 -2.17215 -3.24912 0.089
H -0.15987 -2.75751 -1.45726 0.107
H -1.49408 -1.81062 -2.45017 0.104
H 1.05123 -1.40712 0.01337 0.131
H 1.64130 0.32286 -0.35971 0.141
H 3.34388 -1.84793 -0.64206 0.124
H 2.42340 -2.37655 -2.17309 0.116
H 4.38162 0.16401 -1.62120 0.114
H 4.34830 -1.09864 -3.06987 0.125
H 3.67708 1.59430 -3.37780 0.127
H 1.94820 1.07166 -2.91173 0.084
H 3.77736 -0.01401 -5.39852 0.153
H 2.20618 1.12430 -6.99035 0.124
H 2.01492 2.33044 -5.66166 0.125
H -0.41554 1.00613 -5.13578 0.124
H -0.11810 0.63518 -6.92659 0.133
C -1.24993 0.16946 4.15725 -0.135
C -1.06766 0.06470 2.64711 -0.165
O -0.09878 1.05896 2.31825 -0.201
S 0.93732 1.22095 3.56349 0.687
O 2.10775 0.43535 3.27734 -0.230
O 0.99922 2.61129 3.92619 -0.224
O 0.05284 0.42941 4.68065 -0.313
H -1.89697 1.01245 4.41833 0.127
H -1.65760 -0.74810 4.58862 0.135
H -1.99778 0.23850 2.10297 0.130
H -0.65884 -0.91141 2.36631 0.118
C 1.16301 -4.17666 5.95468 -0.177
C 0.08884 -4.42395 4.90157 -0.172
O -0.19458 -3.13940 4.34754 -0.201
S 1.16241 -2.23903 4.37396 0.717
O 1.77851 -2.31756 3.07546 -0.227
O 0.86367 -0.98392 5.02894 -0.263
O 2.01695 -3.17787 5.39953 -0.189
H 0.72737 -3.77838 6.87633 0.132
H 1.73211 -5.08052 6.18356 0.135
H -0.81405 -4.86852 5.32433 0.136
H 0.46610 -5.06273 4.09665 0.133
C -3.96177 3.32762 -0.08513 -0.177
C -5.34383 2.80581 0.28109 -0.172
O -5.30489 2.61469 1.69258 -0.193
S -4.31644 3.72691 2.35277 0.667
O -5.12532 4.81326 2.83786 -0.228
O -3.34564 3.04686 3.16964 -0.233
O -3.59017 4.20583 0.97914 -0.189
H -3.23204 2.51293 -0.12587 0.104
H -3.96205 3.86248 -1.03750 0.138
H -5.58389 1.87068 -0.22818 0.139
H -6.11757 3.54835 0.06115 0.133
```

Multiplicity = 1
Energy = -82828.8689 eV

Computed, not measured: a molecular structure, C17H31NO6OsS2Si2Te, with wB97M-V/def2-TZVPD.

Geometry as XYZ:
```
61
Properties=species:S:1:pos:R:3:lowdin_charge:R:1
Os -1.59918 -0.72768 0.68140 1.188
O 1.37578 -2.54451 2.23778 -0.198
S 0.57440 -2.25039 1.11221 0.589
O -0.89174 -2.57563 1.21788 -0.392
O 0.48280 -0.78814 0.72471 -0.434
C 1.20353 -3.16580 -0.27336 -0.216
C 2.10896 -4.16222 0.03381 -0.009
C 2.63690 -4.96724 -0.97503 0.001
C 2.26905 -4.76921 -2.29062 -0.007
C 1.36981 -3.75869 -2.61859 -0.015
C 0.83916 -2.96171 -1.61973 -0.234
S -0.27668 -1.72800 -2.18133 0.583
O -0.60439 -1.89353 -3.55318 -0.227
O 0.62925 -0.44779 -2.03654 -0.583
O -1.41872 -1.56229 -1.28764 -0.421
H 2.40048 -4.31232 1.06368 0.129
H 3.33639 -5.74975 -0.71516 0.132
H 2.67558 -5.39280 -3.07450 0.131
H 1.07280 -3.59875 -3.64544 0.128
C -0.61057 2.44061 -6.09918 -0.179
Si 0.87060 3.12790 -5.20201 0.433
C 2.35435 3.38046 -6.28227 -0.158
C 0.41775 4.62915 -4.18481 -0.164
C 1.38837 1.77887 -3.90544 -0.450
Te -0.19174 1.23833 -2.67957 1.842
C 0.30370 2.21295 -0.89728 -0.443
Si -1.19367 2.86526 0.09085 0.416
C -0.64550 3.03782 1.85437 -0.157
C -2.68517 1.71992 -0.12170 -0.197
C -1.73722 4.47047 -0.67953 -0.164
H -0.91982 3.13659 -6.88208 0.052
H -1.48212 2.29468 -5.45395 0.022
H -0.38750 1.48944 -6.58711 0.049
H 2.12191 4.09897 -7.07135 0.052
H 2.66165 2.45159 -6.76568 0.047
H 3.20430 3.77135 -5.72071 0.047
H -0.07978 5.38058 -4.80087 0.053
H 1.29989 5.09897 -3.74418 0.051
H -0.27653 4.39467 -3.36847 0.001
H 2.20597 2.10016 -3.25856 0.045
H 1.66289 0.85017 -4.41438 0.046
H 1.01659 3.00285 -1.14458 0.046
H 0.82417 1.43043 -0.33384 0.024
H -0.21754 2.10838 2.23362 0.022
H -1.48315 3.32331 2.49442 0.050
H 0.11190 3.81964 1.94063 0.053
H -2.80865 0.67114 0.27476 -0.040
H -3.02356 1.67177 -1.15760 0.041
H -3.48169 2.19906 0.45678 0.067
H -0.93714 5.21341 -0.65683 0.052
H -2.58306 4.88832 -0.12903 0.054
H -2.06388 4.35616 -1.71649 0.034
C -0.43640 0.07566 5.82149 -0.066
C -1.78012 0.36378 5.14096 -0.180
C -1.74838 0.03456 3.72091 -0.089
N -1.71011 -0.21794 2.60470 0.021
H -0.51185 0.33287 6.87534 0.089
H 0.36240 0.66828 5.37917 0.083
H -0.17647 -0.97784 5.74193 0.088
H -2.05579 1.41665 5.22490 0.129
H -2.58563 -0.21970 5.59119 0.134
```

Multiplicity = 1
Energy = -79077.1528 eV
Net charge = +2

Computed, not measured: a molecular structure, C17H32AlBBr2CaClFMgN2O16S at a distorted geometry, with wB97M-V/def2-TZVPD.

Geometry as XYZ:
```
76
Properties=species:S:1:pos:R:3:lowdin_charge:R:1
C 2.95143 3.39231 1.22713 -0.092
O 1.89886 3.08236 2.11588 -0.182
C 1.05470 2.11102 1.53639 -0.321
C 0.00038 1.72301 2.53406 -0.238
C -0.92864 0.58119 2.10081 -0.149
C -1.45762 0.61120 0.65572 -0.163
C -1.24337 -0.69547 -0.10335 -0.076
C 0.25266 -0.94767 -0.49474 -0.167
B 1.03670 -1.96186 0.48428 -0.609
N 0.29275 -3.14723 0.76627 0.029
O 2.33121 -1.74383 0.86778 0.183
C 1.03394 0.22443 -1.11987 -0.028
C 1.26186 -0.10462 -2.59145 -0.351
C 2.50067 0.41077 -3.29166 -0.126
C 3.85991 0.23289 -2.57690 -0.514
C 4.08847 -1.08188 -1.81885 -0.023
O 4.14927 1.35324 -1.79100 -0.168
S -0.09341 0.61944 -3.62475 0.671
O -0.20207 2.00041 -3.35564 -0.179
O 0.18498 0.24266 -4.96848 -0.235
F -1.38620 -0.10653 -3.14908 -0.094
O 0.94613 -1.55205 -2.67104 -0.179
C 0.15247 -1.86384 -1.62909 -0.469
O -0.63189 -2.80213 -1.54797 -0.138
H 3.68848 2.58085 1.23809 0.089
H 2.59835 3.48936 0.19387 0.091
H 3.39749 4.34365 1.48666 0.096
H 1.67300 1.23506 1.29107 0.122
H 0.60691 2.57154 0.65461 0.070
H -0.65343 2.58868 2.89668 -0.019
H 0.53604 1.38738 3.42495 0.135
H -1.79322 0.63278 2.75876 0.125
H -0.42433 -0.35681 2.35403 0.116
H -1.13245 1.47229 0.07791 0.091
H -2.54111 0.70279 0.72990 0.085
H -1.80266 -0.59118 -1.02849 0.113
H -1.68891 -1.52585 0.43396 0.137
H 0.85106 -3.92915 1.08697 0.024
H -0.40231 -2.97601 1.48487 0.041
H 2.75600 -2.56606 1.13759 0.127
H 1.96622 0.29023 -0.56587 0.102
H 0.58878 1.20750 -1.01387 0.121
H 2.36901 1.48358 -3.44013 0.095
H 2.55571 -0.04661 -4.27896 0.110
H 4.60493 0.26097 -3.36713 0.044
H 4.46333 -1.86268 -2.50328 -0.040
H 3.26313 -1.43821 -1.21229 0.058
H 4.91750 -0.92524 -1.13207 0.114
H 3.62945 1.32318 -0.97576 0.078
Cl -1.12707 -5.26332 1.45710 -0.236
Mg 1.29944 -2.96357 -4.33980 0.714
Br -1.39001 4.17077 1.76110 0.367
C -5.37965 1.48580 0.32212 -0.253
O -4.66720 0.73028 1.09386 -0.024
H -5.84127 1.02496 -0.57541 0.093
H -6.29105 1.99065 0.83696 0.149
H -4.87869 2.40645 -0.07510 0.121
Ca 4.39531 -3.32999 -4.04722 1.238
C 7.13578 -6.13689 -4.46016 -0.839
O 8.25130 -6.11983 -3.96132 0.013
O 6.46476 -7.36626 -4.42584 0.022
O 6.48467 -5.19644 -5.00938 -0.160
H 7.14691 -7.88820 -3.98100 0.092
N -5.74056 3.91604 2.61721 -0.603
O -4.85720 3.89090 3.46433 0.080
O -5.67399 4.66273 1.64839 0.060
O -6.72454 3.14481 2.73567 0.069
Al -0.44438 -4.82623 -1.34476 0.675
C -7.16134 0.65980 5.71046 0.082
C -6.79584 2.17991 6.08581 -0.638
O -5.70354 2.28045 6.62835 0.154
O -7.68516 2.94897 5.74561 0.153
H -6.35827 -0.00024 6.01735 0.081
H -8.08153 0.39489 6.22334 0.088
H -7.30253 0.60569 4.63447 0.084
Br 4.84553 2.66798 -4.04866 -0.089
```

Multiplicity = 1
Energy = -251186.6533 eV